No. 1
This record from the OMol25 dataset describes C2HN5O in the gas phase at a distorted geometry. The level of theory is wB97M-V/def2-TZVPD.

Each line ends with the natural charge from an NBO analysis.
Atoms and positions in Å:
O 0.749401 2.024496 0.873792  -0.454
C 0.682352 1.162850 0.099533  0.655
N 1.503533 -0.073680 0.314208  -0.092
N 0.894196 -1.126873 0.315573  -0.143
C -0.517629 -1.096417 0.359025  0.152
N -1.407820 -0.398130 -0.357414  -0.246
N -0.898053 0.382558 -1.335073  0.081
N -0.052709 1.230276 -1.121631  -0.188
H -0.953270 -2.105079 0.851987  0.234

Forces on the atoms, in the same order (eV/Å):
0.1932 2.1084 1.5454
-0.2311 -1.5024 0.4996
0.5528 1.8304 -1.7190
-0.9139 -1.0785 0.6005
-3.3669 -2.1854 -0.8874
2.4106 -2.2868 1.8888
-1.5370 0.4027 -0.8021
1.9399 -0.1216 -0.4411
0.9524 2.8332 -0.6848

Calculated values
SMILES: O=c1nncnnn1
Kohn-Sham gap (eV): 8.35
Relative energy (zero: lowest compared OMol25 entry of this formula, charge and spin) (kcal/mol): 77.50
Total charge: 0
HOMO (eV): -10.08
E (Ha): -425.65446
M (g mol⁻¹): 111.064

No. 2
This record from the OMol25 dataset describes a molecular structure, C32H42FN2O5PRuSSi at a distorted geometry. The level of theory is wB97M-V/def2-TZVPD.

Each line ends with the Löwdin charge.
Atoms and positions in Å:
Ru 0.409672 -0.334085 0.992022  1.413
C 2.030518 3.766401 -0.820729  -0.162
Si 2.156110 2.616755 0.636652  0.422
C 3.691442 1.586276 0.463329  -0.157
C 2.262426 3.649908 2.189669  -0.146
N 0.711267 1.600191 0.582877  -0.174
C -0.542874 2.147403 0.223667  -0.310
C -1.090970 3.289446 0.829768  -0.050
C -2.341657 3.766116 0.479824  -0.077
C -3.091370 3.119974 -0.497938  -0.077
C -2.564439 2.017251 -1.150132  -0.010
C -1.312004 1.567445 -0.795286  -0.249
F -0.779391 0.560457 -1.502801  0.050
H 2.889625 4.446057 -0.833768  0.038
H 1.119898 4.371890 -0.779587  0.031
H 2.022237 3.202669 -1.759633  0.040
H 4.572797 2.206903 0.664265  0.042
H 3.761705 1.196572 -0.554853  0.013
H 3.699927 0.747349 1.160651  0.014
H 3.310672 3.901002 2.389217  0.039
H 1.868416 3.130350 3.065934  0.014
H 1.712022 4.589678 2.073298  0.035
H -0.512885 3.777507 1.608599  0.103
H -2.739668 4.641957 0.978918  0.105
H -4.075964 3.482391 -0.763708  0.104
H -3.104092 1.509829 -1.939961  0.122
O 1.850574 -0.544991 -0.838075  -0.223
N 2.775058 -1.480893 -0.807477  -0.209
C 3.825164 -1.373809 -1.652438  -0.024
C 4.832603 -2.300832 -1.656563  -0.053
C 4.769677 -3.373680 -0.768099  -0.065
C 3.689253 -3.474284 0.076631  -0.079
C 2.663095 -2.521769 0.051741  -0.616
S 1.240947 -2.653579 1.004795  0.804
H 3.788617 -0.514764 -2.304594  0.136
H 5.657641 -2.178210 -2.344326  0.110
H 5.559930 -4.113949 -0.741305  0.111
H 3.588788 -4.290535 0.778723  0.110
C -1.453186 -5.193621 3.270221  -0.028
C -1.544996 -3.689049 3.448300  -0.609
C -0.307633 -3.152615 4.158203  -0.040
C -2.805118 -3.315646 4.220912  -0.027
O -1.566037 -3.188851 2.071323  -0.210
P -1.992597 -1.732202 1.596586  0.201
O -1.464023 -0.684942 2.536910  -0.301
O -1.442284 -1.537377 0.203581  -0.369
O -3.576091 -1.695745 1.648839  -0.149
C -4.481864 -2.246642 0.639467  -0.611
C -5.819780 -2.345382 1.349127  -0.030
C -4.554454 -1.257758 -0.519191  -0.032
C -4.025226 -3.619254 0.156447  -0.028
H -1.338971 -5.679092 4.241834  0.090
H -0.590296 -5.440655 2.646351  0.089
H -2.353286 -5.579606 2.784965  0.083
H -0.276766 -3.546114 5.177520  0.092
H -0.332521 -2.061552 4.201809  0.074
H 0.599543 -3.460907 3.633748  0.054
H -2.747264 -3.757215 5.217081  0.091
H -3.697801 -3.695062 3.720733  0.079
H -2.900862 -2.233041 4.327280  0.087
H -6.097998 -1.372823 1.760694  0.091
H -5.768066 -3.066417 2.167982  0.082
H -6.591636 -2.667441 0.646462  0.090
H -4.810929 -0.265490 -0.140196  0.089
H -5.317701 -1.571258 -1.234845  0.089
H -3.589544 -1.198580 -1.025978  0.073
H -3.969446 -4.325432 0.988808  0.081
H -3.042607 -3.566556 -0.317508  0.084
H -4.744664 -3.995249 -0.573329  0.093
C 0.001821 2.731152 5.753801  -0.079
C -0.721791 2.568259 4.552984  -0.066
C -0.306938 1.684589 3.600474  -0.081
C 0.865205 0.901771 3.768313  -0.191
C 1.387034 -0.008822 2.780963  -0.212
C 2.557866 -0.674991 3.043122  -0.158
C 3.264804 -0.496955 4.253036  -0.070
C 2.788526 0.349100 5.203582  -0.033
C 1.591669 1.075690 4.979384  -0.173
C 1.130176 1.996858 5.956936  -0.042
H -0.339699 3.432661 6.504873  0.102
H -1.624627 3.143887 4.384821  0.107
H -0.902370 1.567699 2.715313  0.067
H 2.984445 -1.347984 2.319381  0.046
H 4.181881 -1.051706 4.412517  0.106
H 3.319410 0.494315 6.140176  0.113
H 1.709226 2.107256 6.868086  0.110

Forces on the atoms, in the same order (eV/Å):
0.7550 -0.1187 -0.3556
-0.0273 0.0960 -0.2070
0.0163 0.0448 -0.0890
0.1234 -0.1265 -0.0380
-0.0456 0.0729 0.1943
-0.9382 -0.4844 0.0859
-0.0419 0.1229 -0.1107
0.1395 -0.1087 0.1373
-0.0231 0.0181 -0.0028
0.0161 0.0212 0.0152
-0.1539 0.1241 0.0235
0.2106 0.1186 0.0083
0.0819 -0.1682 -0.0768
-0.0740 -0.0393 -0.0234
0.0904 -0.0251 -0.0216
-0.0027 0.0702 0.0717
-0.1083 -0.0589 -0.0255
0.0184 0.0161 0.1019
0.0606 0.0239 -0.0340
-0.1047 -0.0017 -0.0367
0.0891 0.0920 -0.0509
0.0378 -0.0817 0.0358
-0.0816 -0.0275 -0.0536
0.0328 -0.0476 -0.0291
0.0211 -0.0002 0.0141
0.0570 -0.0059 0.0330
0.0042 0.0029 0.1971
-0.0303 0.0776 -0.1158
0.0332 0.0346 -0.0774
0.0239 0.0389 -0.0571
-0.0446 -0.0408 0.0813
0.0877 -0.0662 -0.0341
-0.2342 0.0038 0.0722
0.0069 -0.0439 0.1071
-0.0473 0.0100 0.0383
-0.0392 0.0031 0.0281
-0.0639 0.0352 0.0028
0.0202 0.0212 -0.0168
0.0405 -0.1125 -0.0322
0.0540 0.0218 -0.0017
0.0343 0.0830 -0.0398
-0.0207 0.1276 -0.1884
-0.1566 -0.0880 0.1141
-0.3491 0.0235 0.3365
0.2089 0.0830 0.0006
0.3146 0.3527 -0.1373
-0.0836 -0.1384 -0.2008
0.0538 0.0621 -0.0997
-0.0466 0.0256 0.0809
0.1003 0.0491 0.0563
0.1207 0.0253 0.1260
-0.0160 -0.0044 -0.0420
-0.0621 0.0146 0.0667
0.0565 0.0236 0.0359
0.0111 0.0097 -0.0492
-0.0091 -0.0786 0.0072
-0.0642 0.0141 0.0536
-0.0126 -0.0037 -0.0192
0.0127 0.0028 0.0041
0.0301 -0.0471 -0.0063
-0.0017 -0.0585 -0.0372
-0.0019 0.0405 -0.0357
0.0320 0.0104 0.0482
-0.0084 -0.0440 -0.0287
0.0259 -0.0075 0.0280
-0.0482 0.0016 0.0237
-0.0120 0.0487 -0.0540
-0.0689 0.0128 0.0078
0.0130 0.0071 0.0189
-0.0643 0.0463 -0.0531
0.0107 0.0392 0.0883
0.0380 -0.1592 0.0303
0.1343 -0.0096 0.0274
-0.1592 0.0860 0.2265
0.0605 0.1458 0.0188
0.0129 -0.0026 0.0043
-0.0059 0.0773 0.0807
-0.0294 -0.0226 -0.0133
0.1106 -0.0883 -0.0232
0.0055 -0.0086 -0.0203
0.0211 -0.0117 0.0092
-0.0535 -0.0945 -0.0702
0.0160 -0.0592 -0.0100
-0.0192 0.0266 -0.0106
-0.0507 -0.0179 -0.0777
-0.0396 -0.0065 -0.0352

Calculated values
Kohn-Sham gap (alpha / beta) (eV): 7.77 / 6.44
Relative energy (zero: lowest compared OMol25 entry of this formula, charge and spin) (kcal/mol): 22.03
Total charge: 0
Spin multiplicity: 5
HOMO (alpha / beta) (eV): -7.86 / -7.94
E (Ha): -2954.17880
M (g mol⁻¹): 745.892